{"formula": "C4H10OS", "method": "ωB97M-V/def2-TZVPD", "smiles": "C=CO.CSC", "molar_mass_g_mol": 106.19, "relative_energy_kcal_mol": 34.6, "multiplicity": 1, "e_tot_ha": -631.769577, "e_homo_ev": -8.869, "symbols": ["C", "S", "C", "H", "H", "H", "H", "H", "H", "C", "C", "O", "H", "H", "H", "H"], "xyz": [[-0.588, -2.102, -0.911], [-0.144, -0.369, -1.193], [0.305, -0.392, -2.947], [-1.607, -2.362, -1.161], [0.125, -2.708, -1.462], [-0.475, -2.239, 0.161], [0.873, 0.522, -3.097], [-0.618, -0.462, -3.518], [0.940, -1.209, -3.286], [-0.262, 0.259, 2.789], [0.041, 1.520, 2.535], [0.816, 1.879, 1.419], [-1.153, 0.056, 3.370], [0.219, -0.493, 2.185], [-0.529, 2.391, 2.837], [0.429, 1.285, 0.758]]}